Record 1
{"formula": "C14H27ClIN2O2P2Ru", "method": "the ωB97M-V functional and the def2-TZVPD basis", "symbols": ["C", "C", "H", "H", "H", "O", "I", "Ru", "P", "C", "C", "H", "H", "H", "H", "H", "H", "C", "H", "H", "H", "P", "C", "C", "H", "H", "H", "C", "H", "H", "H", "H", "H", "H", "Cl", "N", "C", "O", "C", "C", "C", "N", "C", "C", "H", "H", "H", "H", "H", "H"], "coordinates": [[2.11473, -1.44543, -1.80338], [1.23402, -1.75019, -0.59456], [3.11697, -1.47729, -1.42767], [1.89612, -0.48166, -2.29373], [2.10634, -2.26425, -2.53091], [1.73210, -1.88934, 0.54091], [-0.76258, -1.82746, -0.65945], [0.66534, 3.10880, 0.60091], [-0.67692, -3.49227, 1.13035], [-0.33180, -2.49925, 2.60053], [-2.18617, -4.40768, 1.23352], [-2.00404, -5.26586, 1.89132], [0.30394, -5.61293, 0.68007], [-2.50704, -4.80964, 0.27705], [0.47236, -4.55162, -0.72405], [-1.28419, -2.11122, 2.99602], [-2.95136, -3.79558, 1.71048], [0.55413, -4.58779, 0.38047], [0.12204, -3.09303, 3.41251], [1.56758, -4.38654, 0.75626], [0.33842, -1.66385, 2.33642], [0.06245, 2.72763, -1.43979], [0.13701, 4.80289, -0.33786], [1.55260, 2.96009, -2.47400], [-1.68606, 2.61946, -3.31546], [-1.77345, 4.18538, -2.46247], [-2.32603, 2.71768, -1.65129], [-1.55501, 3.12079, -2.33298], [1.51052, 2.39351, -3.40131], [1.82552, 3.99320, -2.65973], [0.07330, 5.44448, -1.22119], [1.17921, 4.93892, 0.09496], [2.33779, 2.55593, -1.83432], [-0.66364, 5.03194, 0.38639], [-0.28423, 0.68853, -2.33403], [0.35337, 3.45818, 6.91123], [1.42400, 3.23705, 6.10855], [2.56805, 3.58039, 6.38252], [1.11745, 2.55162, 4.81555], [-0.15864, 2.09112, 4.44580], [-0.40784, 1.72564, 3.11991], [0.59818, 1.70464, 2.19161], [1.86978, 2.09834, 2.53843], [2.14080, 2.51468, 3.85501], [0.53755, 3.94804, 7.76124], [-0.60119, 3.32196, 6.63301], [-0.98537, 2.04612, 5.14538], [-1.39669, 1.46824, 2.71900], [2.64440, 1.86109, 1.80603], [3.17100, 2.80007, 4.07228]], "lowdin_spin": [0.0005, -0.0001, 0.0000, 0.0003, 0.0000, 0.0000, 0.0039, 2.8586, 0.0004, 0.0002, 0.0000, 0.0000, 0.0000, 0.0000, 0.0000, 0.0000, 0.0000, 0.0000, 0.0001, 0.0000, 0.0000, 0.2248, 0.3207, 0.0303, 0.0011, 0.0040, 0.0022, 0.0186, 0.0015, 0.0043, 0.0266, 0.0473, 0.0082, 0.0434, 0.1400, -0.0007, 0.0008, 0.0055, 0.0197, 0.0150, 0.0337, 0.1046, 0.0360, 0.0292, 0.0000, 0.0000, 0.0006, 0.0027, 0.0150, 0.0009], "energy_ha": -2343.93840, "gap_ev": [4.722, 6.473], "max_force_ev_per_a": 7.23, "s_squared": 6.019, "molar_mass_g_mol": 580.76, "total_charge": 3, "e_above_lowest_kj_mol": 4.72, "spin_multiplicity": 5}

Record 2
{"formula": "C14H27FNO7P", "method": "the ωB97M-V functional and the def2-TZVPD basis", "symbols": ["C", "C", "P", "C", "C", "F", "C", "N", "O", "C", "H", "H", "H", "H", "H", "H", "H", "H", "H", "H", "H", "H", "H", "H", "H", "C", "C", "C", "O", "C", "O", "O", "H", "H", "H", "H", "H", "H", "C", "C", "C", "O", "C", "O", "O", "H", "H", "H", "H", "H", "H"], "coordinates": [[2.23355, -0.57860, 0.45027], [2.07023, 0.06003, 1.86740], [0.45073, 0.92782, 2.23597], [0.83780, 2.76002, 1.89522], [-0.93646, 0.46666, 1.05200], [-2.00082, 1.34811, 1.33666], [-1.45637, -0.98008, 1.50444], [-2.83956, -0.98322, 1.98300], [-0.65568, 0.35981, -0.31077], [-0.41769, 1.60831, -0.96021], [2.12791, 0.18759, -0.35484], [3.25313, -1.01154, 0.29412], [1.50523, -1.39277, 0.25433], [2.32958, -0.71218, 2.62562], [2.87391, 0.83373, 1.96764], [-0.12932, 3.29961, 1.81298], [1.41948, 3.18898, 2.73975], [1.39644, 2.81832, 0.93910], [-0.83416, -1.38839, 2.32926], [-1.40069, -1.64908, 0.62118], [-3.47638, -0.68006, 1.25932], [-2.94480, -0.45289, 2.83682], [0.68318, 1.80480, -0.99409], [-0.70762, 1.46402, -2.02826], [-0.97551, 2.46956, -0.54778], [2.16420, -6.45836, 3.16550], [1.68981, -5.16710, 3.79358], [1.05618, -4.21211, 2.81859], [1.33679, -2.93989, 3.40708], [2.46963, -3.09024, 4.14357], [3.09298, -2.18924, 4.60148], [2.79370, -4.39988, 4.28382], [2.56302, -7.12659, 3.93037], [1.35004, -6.96895, 2.64909], [2.97448, -6.27192, 2.45816], [1.02144, -5.37838, 4.63418], [-0.01845, -4.36420, 2.72449], [1.50916, -4.24348, 1.82279], [-3.14656, 4.98207, -5.64974], [-2.27882, 3.75162, -5.79170], [-2.18960, 2.92120, -4.53981], [-0.89968, 2.31848, -4.66228], [-0.14382, 3.15592, -5.42185], [1.03138, 3.06170, -5.55398], [-0.91054, 4.11168, -6.00612], [-3.21339, 5.50952, -6.60261], [-4.15517, 4.71927, -5.32729], [-2.71367, 5.68245, -4.93306], [-2.61090, 3.15076, -6.64423], [-2.96713, 2.16018, -4.48721], [-2.21116, 3.51695, -3.62194]], "mulliken_charge": [-0.9980, -0.0929, -0.0685, -1.0674, 1.1322, -0.3704, -0.6694, -0.6662, -0.3671, -0.5835, 0.2112, 0.3936, 0.1941, -0.0388, 0.4402, 0.3426, 0.3751, 0.2657, 0.1264, 0.2623, 0.2820, 0.2464, 0.1395, 0.2253, 0.3043, -1.4796, 0.5116, -0.5567, -0.2189, 0.5676, -0.5403, -0.3546, 0.3651, 0.3682, 0.3627, 0.2595, 0.3775, 0.3080, -1.4476, 0.4706, -0.4987, -0.2781, 0.6095, -0.5295, -0.3385, 0.3581, 0.3687, 0.3623, 0.2612, 0.3634, 0.3096], "energy_ha": -1572.28751, "gap_ev": 8.499, "max_force_ev_per_a": 2.10, "molar_mass_g_mol": 371.34, "spin_multiplicity": 1}

Record 3
{"formula": "C14H27InN7O7", "method": "the ωB97M-V functional and the def2-TZVPD basis", "symbols": ["O", "H", "In", "N", "N", "N", "N", "O", "O", "O", "O", "C", "C", "C", "C", "C", "H", "H", "H", "C", "H", "H", "H", "C", "C", "H", "H", "H", "H", "H", "H", "H", "H", "C", "H", "H", "H", "O", "H", "H", "C", "N", "C", "C", "C", "N", "C", "O", "N", "H", "H", "H", "H", "H", "H", "H"], "coordinates": [[-0.05630, -0.46867, -4.27603], [-0.05025, -0.61558, -5.23622], [-0.03731, 0.15827, -0.64915], [0.99942, -1.56503, -1.79053], [-1.21832, -1.69131, -0.23527], [0.33331, 2.49505, -0.23826], [-1.87946, 1.27555, 0.29403], [2.05354, -1.52065, -2.46208], [1.44357, 2.99354, -0.68729], [-2.74987, 0.57334, 1.08801], [-2.31629, -1.78614, 0.47397], [-0.82360, -2.80516, -0.89612], [0.29543, -2.72187, -1.76737], [-0.66907, 3.27660, 0.13822], [-1.87248, 2.59971, 0.51712], [0.85465, -3.78016, -2.62786], [0.91266, -3.43303, -3.66640], [0.24445, -4.67643, -2.58917], [1.87579, -4.02091, -2.30858], [-1.59920, -4.04124, -0.68077], [-2.58232, -3.95877, -1.15693], [-1.74223, -4.19586, 0.39114], [-1.05873, -4.88578, -1.10859], [-0.40550, 4.71841, 0.21455], [-2.92408, 3.32590, 1.25465], [0.28724, 5.05232, -0.56053], [0.02867, 4.99092, 1.17728], [-1.31970, 5.28182, 0.11167], [-3.75041, 2.65622, 1.46665], [-3.29135, 4.17910, 0.67546], [-2.52201, 3.70443, 2.20199], [1.40608, 1.89277, -1.78175], [-2.58537, -0.48629, 0.79578], [-1.72078, 0.17442, -2.69403], [-1.76135, -0.71405, -3.30897], [-1.56999, 1.07188, -3.29397], [-2.62280, 0.19624, -2.03298], [1.14641, 0.96792, -2.13878], [0.88919, -0.51543, -4.05497], [0.42727, 1.01758, -2.85083], [3.79753, -1.83480, 2.50781], [2.71532, -0.85356, 2.58152], [2.66837, 0.06972, 3.56623], [1.58176, 0.89531, 3.65884], [0.53270, 0.67937, 2.70870], [0.79971, 0.07546, 1.53949], [1.82426, -0.83842, 1.52509], [1.95528, -1.65002, 0.59493], [-0.70635, 1.05239, 3.02246], [4.47499, -1.66173, 3.35475], [4.34085, -1.72191, 1.56254], [3.39500, -2.85441, 2.55916], [3.51468, 0.06496, 4.26964], [1.44893, 1.59928, 4.47662], [-0.88828, 1.49799, 3.91314], [-1.52361, 0.76079, 2.45197]], "mulliken_charge": [-0.5193, 0.2475, 1.9256, 0.9643, 0.7433, 0.3553, 0.0006, -0.5682, -0.9117, -0.6630, -0.6895, 0.0653, 0.4343, 0.3984, 0.3759, -1.5223, 0.3003, 0.5017, 0.3119, -1.5655, 0.2940, 0.3619, 0.4761, -1.5381, -1.8552, 0.3979, 0.2719, 0.4252, 0.4083, 0.4518, 0.3241, 0.4767, 0.4448, -1.3118, 0.3967, 0.5072, 0.2796, -0.7329, 0.2614, 0.4059, -0.8774, 0.1249, 0.0439, -1.3115, 0.8543, -0.0918, -0.0408, -0.6058, -0.1825, 0.3061, 0.3198, 0.2896, 0.3390, 0.4205, 0.2216, 0.2599], "energy_ha": -1649.23554, "gap_ev": [4.091, 4.078], "max_force_ev_per_a": 3.01, "molar_mass_g_mol": 520.23, "total_charge": 1, "spin_multiplicity": 1}

Record 4
{"formula": "C14H27N3O3S", "method": "the ωB97M-V functional and the def2-TZVPD basis", "symbols": ["C", "C", "C", "C", "C", "N", "C", "O", "C", "C", "C", "S", "C", "N", "C", "C", "O", "C", "O", "N", "C", "H", "H", "H", "H", "H", "H", "H", "H", "H", "H", "H", "H", "H", "H", "H", "H", "H", "H", "H", "H", "H", "H", "H", "H", "H", "H", "H"], "coordinates": [[6.33058, 2.52614, 2.07824], [5.26759, 1.48609, 2.52813], [4.18178, 1.19140, 1.44898], [4.67605, 0.29083, 0.27247], [2.92140, 0.49457, 2.10199], [1.80726, 0.53150, 1.16985], [0.48755, 0.51445, 1.48215], [0.08988, 0.34796, 2.60497], [-0.56550, 0.79926, 0.35735], [-1.86974, 1.37524, 0.97854], [-3.01609, 1.64556, -0.00879], [-3.50902, 0.35436, -1.16480], [-4.16286, -0.88923, 0.02314], [-0.06414, 1.66587, -0.74835], [0.86072, 1.33729, -1.65708], [1.12638, 2.36895, -2.73247], [1.49991, 0.29276, -1.62487], [3.12986, -0.84957, 2.81354], [3.97272, -1.00232, 3.69070], [2.44630, -1.91752, 2.32050], [2.57592, -3.33741, 2.76489], [7.18579, 2.54858, 2.74921], [6.66713, 2.29379, 1.07483], [5.93620, 3.54417, 2.01351], [5.79330, 0.56747, 2.78715], [4.79230, 1.89007, 3.39305], [3.85544, 2.12224, 0.99943], [5.14029, -0.62027, 0.62354], [5.40396, 0.81079, -0.34403], [3.87698, 0.04893, -0.41164], [2.61651, 1.23262, 2.88108], [2.06500, 0.54375, 0.19907], [-0.80481, -0.19160, -0.06076], [-1.61839, 2.29466, 1.51239], [-2.26474, 0.68098, 1.75021], [-2.76830, 2.57133, -0.58135], [-3.88312, 1.90740, 0.62097], [-3.42384, -1.15658, 0.73433], [-4.51246, -1.73394, -0.50795], [-4.99096, -0.49284, 0.65327], [-0.56297, 2.53139, -0.92261], [1.69237, 1.91659, -3.54559], [1.67321, 3.17156, -2.30501], [0.15202, 2.71033, -3.14938], [1.78742, -1.68971, 1.56160], [2.68153, -3.35238, 3.84417], [1.64806, -3.85191, 2.49016], [3.47995, -3.76041, 2.30074]], "mulliken_charge": [-1.3427, -0.5064, 0.0069, -1.4437, 0.1340, 0.1422, 0.2620, -0.6721, 0.4875, -0.9686, -0.8068, -0.0915, -0.8605, -0.0556, 0.7808, -1.2899, -0.6914, -0.0545, -0.6934, -0.0593, -0.9709, 0.3839, 0.3064, 0.3267, 0.3417, 0.4363, 0.3720, 0.2970, 0.4286, 0.3871, 0.4966, -0.2217, 0.1045, 0.5030, 0.3282, 0.3640, 0.4560, 0.2738, 0.3668, 0.2663, 0.2936, 0.3624, 0.3108, 0.3568, 0.1928, 0.3368, 0.3412, 0.2824], "energy_ha": -1337.87842, "gap_ev": 9.418, "max_force_ev_per_a": 2.44, "molar_mass_g_mol": 317.46, "e_above_lowest_kj_mol": 16.72, "spin_multiplicity": 1}